(1)
C2H3CoO | wB97M-V/def2-TZVPD

Geometry as ORCA input:
```
! wB97M-V def2-TZVPD RIJCOSX def2/J DEFGRID3
* xyz 2 5
Co -1.25866 0.24826 0.89820
O 1.41678 -0.06090 0.33093
C 0.28321 -0.76289 0.04185
C 0.17619 0.29857 -1.16556
H -0.55115 -0.02226 -1.91561
H 0.89899 0.98229 -1.62556
H 2.18667 -0.32869 -0.18533
*
```

Results
- LUMO level (alpha / beta) (eV) = -12.21 / -14.25
- gap between HOMO and LUMO (alpha / beta) (eV) = 9.39 / 7.12
- ΔE to the lowest compared entry with this formula, charge and spin (kJ/mol) = 130.91
- calculated total energy (eV) = -41767.6780
- highest occupied orbital energy (alpha / beta) (eV) = -21.60 / -21.37



(2)
C2H3DyO | wB97M-V/def2-TZVPD

Geometry as ORCA input:
```
! wB97M-V def2-TZVPD RIJCOSX def2/J DEFGRID3
* xyz 2 6
Dy -0.32606 -1.44221 0.67760
O -0.45349 0.50203 -0.66885
C 0.10488 1.61257 -0.83341
C 1.18124 1.99786 0.04888
H 1.10461 3.02385 0.45886
H 2.13976 2.00623 -0.49116
H 1.13618 0.83721 0.86420
*
```

Results
- LUMO level (alpha / beta) (eV) = -10.82 / -10.29
- gap between HOMO and LUMO (alpha / beta) (eV) = 7.92 / 9.33
- ΔE to the lowest compared entry with this formula, charge and spin (kJ/mol) = 0.00
- calculated total energy (eV) = -28231.7337
- highest occupied orbital energy (alpha / beta) (eV) = -18.74 / -19.63



(3)
C2H3EuFO | wB97M-V/def2-TZVPD

Geometry as ORCA input:
```
! wB97M-V def2-TZVPD RIJCOSX def2/J DEFGRID3
* xyz 2 8
Eu -0.79073 0.73202 -2.60847
F 0.71819 -0.48940 -1.15846
O -1.31802 0.94873 -0.40574
C 0.55111 -0.31485 0.23757
C -0.58509 0.44095 0.51356
H 0.75540 -1.79885 1.12038
H 1.50591 -0.13676 0.73275
H -0.83678 0.61817 1.56842
*
```

Results
- LUMO level (alpha / beta) (eV) = -10.02 / -10.00
- gap between HOMO and LUMO (alpha / beta) (eV) = 9.14 / 10.15
- ΔE to the lowest compared entry with this formula, charge and spin (kJ/mol) = 179.05
- calculated total energy (eV) = -26195.9033
- highest occupied orbital energy (alpha / beta) (eV) = -19.16 / -20.15



(4)
C2H3EuLiO | wB97M-V/def2-TZVPD

Geometry as ORCA input:
```
! wB97M-V def2-TZVPD RIJCOSX def2/J DEFGRID3
* xyz 1 9
Eu 0.77521 -1.87186 -0.24210
O 1.53213 0.55597 -0.08473
C 1.19763 0.48396 -1.31323
C -1.32442 -0.45105 0.56418
Li 0.26406 0.65012 1.73623
H 1.69113 1.25901 -1.94356
H -1.90079 0.38600 1.00239
H -2.23494 -1.01215 0.28081
*
```

Results
- LUMO level (alpha / beta) (eV) = -4.55 / -4.59
- gap between HOMO and LUMO (alpha / beta) (eV) = 6.71 / 6.99
- ΔE to the lowest compared entry with this formula, charge and spin (kJ/mol) = 0.00
- calculated total energy (eV) = -23693.2282
- highest occupied orbital energy (alpha / beta) (eV) = -11.26 / -11.58



(5)
C2H3F | wB97M-V/def2-TZVPD

Geometry as ORCA input:
```
! wB97M-V def2-TZVPD RIJCOSX def2/J DEFGRID3
* xyz 0 1
F -1.71353 -0.27460 0.03064
C 0.64813 -0.37334 -0.04016
C -0.53352 0.21234 0.01432
H -0.39624 1.34034 -0.28703
H 1.47272 0.57190 0.36829
H 0.52243 -1.47664 -0.08607
*
```

Results
- LUMO level (eV) = 1.06
- gap between HOMO and LUMO (eV) = 10.94
- structure (SMILES) = C=CF
- ΔE to the lowest compared entry with this formula, charge and spin (kJ/mol) = 172.06
- calculated total energy (eV) = -4837.3773
- highest occupied orbital energy (eV) = -9.88



(6)
C2H3F2IO2 | wB97M-V/def2-TZVPD

Geometry as ORCA input:
```
! wB97M-V def2-TZVPD RIJCOSX def2/J DEFGRID3
* xyz 0 1
I 2.30955 0.16803 0.54258
F 2.48058 1.70210 -1.08448
F 0.86077 -1.95129 -0.75600
O -0.58917 0.70987 1.15799
O -1.37770 -0.05700 -0.87328
C 0.72031 -0.78426 -0.13354
C -0.66903 -0.36190 0.28412
H -1.15281 -1.18442 0.84363
H -2.26124 0.26190 -0.64277
H -0.32128 1.49699 0.66176
*
```

Results
- LUMO level (alpha / beta) (eV) = -1.58 / -1.11
- gap between HOMO and LUMO (alpha / beta) (eV) = 7.74 / 8.31
- ΔE to the lowest compared entry with this formula, charge and spin (kJ/mol) = 264.70
- calculated total energy (eV) = -19749.4212
- highest occupied orbital energy (alpha / beta) (eV) = -9.31 / -9.42



(7)
C2H3F2N3 | wB97M-V/def2-TZVPD

Geometry as ORCA input:
```
! wB97M-V def2-TZVPD RIJCOSX def2/J DEFGRID3
* xyz 0 1
F 0.87196 -1.54404 -0.74745
F -2.46272 -0.19670 0.41940
N 0.54738 -0.88962 0.47737
N -0.77131 0.93480 -0.77724
N 0.30564 1.33816 -0.43447
C 0.98686 0.43173 0.51903
C -1.33535 -0.27475 -0.32562
H 1.08232 0.76776 1.58312
H 2.09664 0.51415 0.22236
H -1.32143 -1.08149 -0.93649
*
```

Results
- LUMO level (eV) = -0.33
- gap between HOMO and LUMO (eV) = 9.59
- ΔE to the lowest compared entry with this formula, charge and spin (kJ/mol) = 352.68
- calculated total energy (eV) = -12021.9486
- highest occupied orbital energy (eV) = -9.92



(8)
C2H3F2OP | wB97M-V/def2-TZVPD

Geometry as ORCA input:
```
! wB97M-V def2-TZVPD RIJCOSX def2/J DEFGRID3
* xyz 0 1
P -1.83543 0.29063 -0.47096
F -1.99939 1.35897 0.76237
F -3.39622 -0.08828 -0.47866
O -1.43180 -0.97513 0.52344
C 1.31331 0.37617 -0.10265
C 0.93168 0.23438 -1.26831
H -0.44782 -0.91244 0.53222
H 1.41759 0.54264 0.96474
H 0.76898 -0.21293 -2.23020
*
```

Results
- LUMO level (eV) = 0.90
- gap between HOMO and LUMO (eV) = 11.32
- structure (SMILES) = OP(F)F.C#C
- ΔE to the lowest compared entry with this formula, charge and spin (kJ/mol) = 197.41
- calculated total energy (eV) = -18893.8643
- highest occupied orbital energy (eV) = -10.43



(9)
C2H3F2OP | wB97M-V/def2-TZVPD

Geometry as ORCA input:
```
! wB97M-V def2-TZVPD RIJCOSX def2/J DEFGRID3
* xyz 0 3
P -0.85462 0.28119 0.04145
F -3.37907 1.22794 -0.06625
F -3.40354 -0.85338 0.39517
O 2.05319 1.01593 0.00966
C 1.27376 0.38347 0.59062
C -2.72976 0.02001 -0.35436
H -0.78200 1.43117 -0.74629
H -0.36773 -0.62776 -1.09743
H 1.66438 -0.45412 1.27405
*
```

Results
- LUMO level (alpha / beta) (eV) = 0.16 / -1.98
- gap between HOMO and LUMO (alpha / beta) (eV) = 7.46 / 8.63
- ΔE to the lowest compared entry with this formula, charge and spin (kJ/mol) = 256.17
- calculated total energy (eV) = -18888.2363
- highest occupied orbital energy (alpha / beta) (eV) = -7.30 / -10.62



(10)
C2H3F3 | wB97M-V/def2-TZVPD

Geometry as ORCA input:
```
! wB97M-V def2-TZVPD RIJCOSX def2/J DEFGRID3
* xyz 0 1
F -1.30947 -1.30692 -0.07722
F -1.26069 0.67815 -1.08247
F -1.25937 0.56932 1.10707
C -0.82450 -0.04620 0.00892
C 0.83444 -0.01824 0.01427
H 1.26221 0.82805 0.61217
H 1.12038 -1.00418 0.26827
H 1.43699 0.30002 -0.85101
*
```

Results
- LUMO level (eV) = 0.96
- gap between HOMO and LUMO (eV) = 13.56
- structure (SMILES) = CC(F)(F)F
- ΔE to the lowest compared entry with this formula, charge and spin (kJ/mol) = 78.37
- calculated total energy (eV) = -10274.9170
- highest occupied orbital energy (eV) = -12.59



(11)
C2H3F3N2 | wB97M-V/def2-TZVPD

Geometry as ORCA input:
```
! wB97M-V def2-TZVPD RIJCOSX def2/J DEFGRID3
* xyz 0 1
F -3.37509 0.33007 -1.27334
F -4.34962 -0.49624 0.45511
F -2.95899 1.13018 0.67604
N -2.18568 -0.98937 0.15888
N 0.55351 0.54971 0.32298
C -3.18969 -0.01760 0.01334
C -0.91037 -0.69138 0.23800
H 1.12209 0.15251 -0.41685
H 0.19234 1.45556 0.03290
H -0.28609 -1.56808 0.33573
*
```

Results
- LUMO level (eV) = 0.20
- gap between HOMO and LUMO (eV) = 10.86
- ΔE to the lowest compared entry with this formula, charge and spin (kJ/mol) = 240.50
- calculated total energy (eV) = -13252.8511
- highest occupied orbital energy (eV) = -10.66



(12)
C2H3F3O | wB97M-V/def2-TZVPD

Geometry as ORCA input:
```
! wB97M-V def2-TZVPD RIJCOSX def2/J DEFGRID3
* xyz 0 1
F 2.39627 0.23286 1.05372
F -1.06222 -0.78846 0.12058
F -0.28412 0.61426 -1.23869
O 2.36321 -0.25845 -0.79386
C -0.50623 0.48817 0.09399
C 1.51099 -0.90975 -1.21797
H 0.55792 0.64270 0.48689
H 0.69795 -1.59560 -1.40053
H -1.28998 1.25398 0.59325
*
```

Results
- LUMO level (alpha / beta) (eV) = -1.06 / -1.06
- gap between HOMO and LUMO (alpha / beta) (eV) = 8.40 / 8.41
- ΔE to the lowest compared entry with this formula, charge and spin (kJ/mol) = 542.20
- calculated total energy (eV) = -12317.1594
- highest occupied orbital energy (alpha / beta) (eV) = -9.46 / -9.46



(13)
C2H3F3Si | wB97M-V/def2-TZVPD

Geometry as ORCA input:
```
! wB97M-V def2-TZVPD RIJCOSX def2/J DEFGRID3
* xyz 0 1
Si -0.97935 1.30677 -2.06038
F -0.07159 2.46117 -2.72170
F -1.23656 0.20522 -3.14465
F -2.30434 2.14193 -1.81724
C -0.26147 -0.63294 -0.07222
C -0.06237 0.55944 -0.56291
H -0.77606 -1.26755 -0.63017
H 0.40397 -0.98234 0.75535
H 0.79264 1.16181 -0.22635
*
```

Results
- LUMO level (eV) = 0.73
- gap between HOMO and LUMO (eV) = 11.86
- structure (SMILES) = C=C[Si](F)(F)F
- ΔE to the lowest compared entry with this formula, charge and spin (kJ/mol) = 0.00
- calculated total energy (eV) = -18157.4056
- highest occupied orbital energy (eV) = -11.14



(14)
C2H3FGaO | wB97M-V/def2-TZVPD

Geometry as ORCA input:
```
! wB97M-V def2-TZVPD RIJCOSX def2/J DEFGRID3
* xyz 3 1
Ga 2.23749 1.00387 0.19311
F -0.97015 1.45383 -0.30391
O 1.12190 -0.23612 -0.37334
C -0.01283 -0.55206 0.36278
C -1.10031 0.18483 0.09181
H 0.83282 -0.28720 -1.35762
H -2.07349 -0.05096 0.52199
H -0.03542 -1.51620 0.86519
*
```

Results
- LUMO level (alpha / beta) (eV) = -20.72 / -21.02
- gap between HOMO and LUMO (alpha / beta) (eV) = 8.03 / 8.21
- ΔE to the lowest compared entry with this formula, charge and spin (kJ/mol) = 37.67
- calculated total energy (eV) = -59218.0901
- highest occupied orbital energy (alpha / beta) (eV) = -28.75 / -29.23



(15)
C2H3FI2 | wB97M-V/def2-TZVPD

Geometry as ORCA input:
```
! wB97M-V def2-TZVPD RIJCOSX def2/J DEFGRID3
* xyz 0 1
I -1.46688 0.55157 1.96310
I 1.88067 1.28008 0.69779
F -1.04968 0.91831 -1.16226
C 0.22948 0.10199 0.55164
C -0.31014 -0.20461 -0.82849
H 0.91003 -1.31736 1.25823
H 0.61345 -0.14093 -1.46755
H -0.80694 -1.18905 -1.01246
*
```

Results
- LUMO level (eV) = -0.57
- gap between HOMO and LUMO (eV) = 8.72
- ΔE to the lowest compared entry with this formula, charge and spin (kJ/mol) = 248.81
- calculated total energy (eV) = -21038.0297
- highest occupied orbital energy (eV) = -9.28



(16)
C2H3FNO2 | wB97M-V/def2-TZVPD

Geometry as ORCA input:
```
! wB97M-V def2-TZVPD RIJCOSX def2/J DEFGRID3
* xyz -1 1
F -0.61209 1.82308 0.13566
O 3.26669 0.21175 -1.02660
O 2.73602 0.08504 1.26656
N 0.85563 -0.19764 -0.43274
C -0.17281 0.24752 0.30926
C 2.71734 0.08700 0.05094
H 0.94093 -0.06474 -1.44163
H -1.13084 -0.23069 -0.06501
H -0.12956 0.32260 1.45030
*
```

Results
- LUMO level (eV) = 4.36
- gap between HOMO and LUMO (eV) = 8.46
- ΔE to the lowest compared entry with this formula, charge and spin (kJ/mol) = 101.48
- calculated total energy (eV) = -10426.0456
- highest occupied orbital energy (eV) = -4.10



(17)
C2H3FNO2S3 | wB97M-V/def2-TZVPD

Geometry as ORCA input:
```
! wB97M-V def2-TZVPD RIJCOSX def2/J DEFGRID3
* xyz -1 1
S 0.94773 -1.67682 -0.72573
S 1.44998 1.24258 -0.62240
S -1.07188 0.11465 -2.20625
F -1.93735 -0.45076 0.00327
O 0.01340 1.17134 1.92228
O 0.34527 -1.04140 2.08278
N -0.91872 0.40539 -0.58604
C 0.25921 0.01489 1.52486
C 0.34010 -0.04054 -0.11643
H -2.37848 0.86810 -2.27664
H 1.76113 1.63823 0.57889
H 1.18960 -2.24566 0.42140
*
```

Results
- LUMO level (eV) = 2.91
- gap between HOMO and LUMO (eV) = 7.75
- structure (SMILES) = O=C([O-])C(S)(S)N(F)S
- ΔE to the lowest compared entry with this formula, charge and spin (kJ/mol) = 122.74
- calculated total energy (eV) = -42929.6488
- highest occupied orbital energy (eV) = -4.84



(18)
C2H3FNO4S | wB97M-V/def2-TZVPD

Geometry as ORCA input:
```
! wB97M-V def2-TZVPD RIJCOSX def2/J DEFGRID3
* xyz -1 1
S 2.29100 0.64047 0.26142
F -0.23749 -0.48212 -1.97460
O 3.36427 0.00391 -0.45025
O 2.23078 0.48255 1.68704
O -0.80882 -1.71533 1.20799
O 1.70888 1.82889 -0.29763
N -0.04245 -1.33576 -0.84389
C -0.81628 -1.02691 0.18170
C -1.75104 0.18808 0.07762
H -2.10123 0.46021 1.07452
H -2.60727 -0.07326 -0.54820
H -1.23037 1.02926 -0.37572
*
```

Results
- LUMO level (alpha / beta) (eV) = 1.97 / 1.97
- gap between HOMO and LUMO (alpha / beta) (eV) = 6.14 / 6.14
- ΔE to the lowest compared entry with this formula, charge and spin (kJ/mol) = 269.24
- calculated total energy (eV) = -25353.8818
- highest occupied orbital energy (alpha / beta) (eV) = -4.16 / -4.17



(19)
C2H3FO2 | wB97M-V/def2-TZVPD

Geometry as ORCA input:
```
! wB97M-V def2-TZVPD RIJCOSX def2/J DEFGRID3
* xyz 0 1
F -2.06951 0.37805 -0.18470
O 1.35397 -0.49688 -0.11649
O 0.46827 1.75290 0.00673
C 0.37034 0.53135 -0.07907
C -0.85178 -0.24063 0.12585
H -0.60969 -0.69467 1.10817
H -0.76446 -1.23820 -0.49267
H 2.10286 0.00807 -0.36781
*
```

Results
- LUMO level (eV) = 0.57
- gap between HOMO and LUMO (eV) = 11.78
- structure (SMILES) = O=C(O)CF
- ΔE to the lowest compared entry with this formula, charge and spin (kJ/mol) = 76.32
- calculated total energy (eV) = -8934.2046
- highest occupied orbital energy (eV) = -11.22



(20)
C2H3FO2S | wB97M-V/def2-TZVPD

Geometry as ORCA input:
```
! wB97M-V def2-TZVPD RIJCOSX def2/J DEFGRID3
* xyz 0 1
S -0.86949 0.69147 -1.53001
F -2.09873 1.09044 -0.39599
O 0.07767 1.77357 -1.52756
O -0.71749 -2.07900 -0.24361
C -0.18531 -1.05000 -0.08446
C 0.77473 -0.36517 0.74910
H 1.23603 -0.90305 1.56262
H 1.53999 0.21401 0.14150
H 0.24260 0.62773 1.32840
*
```

Results
- LUMO level (eV) = 0.15
- gap between HOMO and LUMO (eV) = 8.71
- ΔE to the lowest compared entry with this formula, charge and spin (kJ/mol) = 187.39
- calculated total energy (eV) = -19768.0029
- highest occupied orbital energy (eV) = -8.56